A single C4H8Si2 molecule in a non-equilibrium geometry, computed with the ωB97M-V functional and the def2-TZVPD basis.

Geometry (Å):
C (-1.656, 0.909, 0.065)
C (0.902, -0.840, -0.363)
C (-1.615, 1.939, 0.794)
C (1.148, -1.733, -1.314)
Si (-1.024, -0.838, 0.098)
Si (1.917, 0.554, 0.173)
H (-2.237, 2.840, 0.413)
H (-1.179, 2.133, 1.784)
H (2.125, -1.898, -1.880)
H (0.318, -2.281, -1.631)
H (-1.276, -1.089, 1.575)
H (-1.701, -1.927, -0.592)
H (3.345, 0.660, 0.327)
H (0.933, 1.572, 0.551)

Atomic forces in eV per Å
0.334 -2.884 -1.351
-1.414 0.387 0.337
-1.744 3.985 0.659
2.156 -0.209 -1.006
1.519 0.870 1.472
-1.085 0.221 0.095
1.024 -1.031 0.636
0.101 -0.423 -0.316
-1.295 0.312 0.985
-0.841 -1.398 -0.831
0.313 -0.186 -0.487
-0.182 0.046 -0.555
0.469 -0.050 0.050
0.645 0.360 0.312

The spin multiplicity is 3. Its strongest force on any atom is 0.0856 hartree/bohr. For the LUMO energy (alpha / beta), the calculation gives 0.96 / -0.48 eV. Its energy relative to the best compared isomer or geometry (same formula, charge and spin) is 0.000 eV. The value obtained for the gap between HOMO and LUMO (alpha / beta) is 7.72 / 9.47 eV. The value obtained for the energy is -735.96313 Ha.

These are the Mulliken partial charges, in e, on atoms 1 to 5: C -0.329; C 0.284; C -0.354; C -0.663; Si 0.511